# 1
Formula: C5H11N3S
Source: the Open Molecules 2025 dataset
Level of theory: wB97M-V/def2-TZVPD

Geometry as XYZ:
```
20
Properties=species:S:1:pos:R:3:forces:R:3:mulliken_charge:R:1
C 1.70142 -0.63158 -0.23089 0.76 -4.09 1.34 0.30
C -1.66018 1.52704 0.22438 0.37 -0.66 -1.49 -0.45
C -2.01821 1.00510 -1.21846 -1.39 0.68 4.31 -0.66
C -2.25992 0.15110 0.03436 3.31 1.38 -1.45 -0.22
C 3.18447 -0.42614 -0.02593 -0.62 0.49 -1.54 -1.03
N -1.32778 -2.13914 -1.09751 -0.04 2.68 -0.46 -0.74
N -0.82342 -1.90176 1.37373 0.41 0.50 0.34 -0.72
N 0.74154 0.13272 -0.22919 -2.22 0.21 -0.11 -0.54
S -1.00196 -1.16954 0.04688 0.08 -0.16 -0.37 0.82
H 1.52367 -1.76901 -0.09760 -0.19 1.03 -0.62 0.20
H -0.57489 1.58616 0.44161 -1.17 0.22 -0.06 0.24
H -2.34664 2.21869 0.70038 0.15 0.07 -0.20 0.28
H -2.72187 1.41958 -1.88530 -0.98 0.29 -0.19 0.32
H -1.26779 0.46595 -1.61284 2.85 -0.67 -2.30 0.24
H -3.08958 -0.09945 0.56898 -2.36 -0.92 0.95 0.52
H 3.53294 -1.33035 0.49606 0.03 0.96 0.66 0.31
H 3.65595 -0.59636 -1.02514 -0.14 0.76 0.56 0.28
H 3.29144 0.60736 0.37657 0.80 -1.04 -0.12 0.31
H -1.31596 -3.04993 -0.73533 0.43 -1.70 0.56 0.29
H -0.43015 -1.27469 2.07127 -0.10 0.00 0.18 0.26
```
Positions in Å, forces in eV/Å.

Calculated values
multiplicity: 1
energy above the lowest of the compared OMol25 structures with the same formula, charge and spin: 132.81 kcal/mol
electronic energy: -20662.66483 eV
max |F|: 4.579 eV Å⁻¹
SMILES: C/C=N/S(=N)(=N)C1CC1


# 2
Formula: C5H11N3S2
Source: the Open Molecules 2025 dataset
Level of theory: wB97M-V/def2-TZVPD

Geometry as XYZ:
```
21
Properties=species:S:1:pos:R:3:forces:R:3:mulliken_charge:R:1
C 2.50585 0.73835 1.31269 4.62 1.80 2.06 -0.79
C 1.54340 -1.07887 -0.02409 1.79 0.36 -1.17 0.16
C -0.94550 -1.04662 0.00253 -0.63 -3.36 -0.74 0.00
C -2.69961 0.49459 0.10601 -0.83 -0.17 0.45 -0.86
C -0.68278 0.83249 -1.46124 -1.99 1.08 0.07 -0.99
H 3.61462 0.50760 0.54167 -3.88 0.98 2.37 0.23
H 2.21787 1.93684 1.51183 0.53 -3.26 -1.32 0.25
H 2.91327 0.49915 2.48024 -1.22 0.00 -3.21 0.25
H 0.58701 0.24127 1.14588 -3.21 0.71 0.81 0.16
H 0.18206 -2.40411 -0.91096 1.15 2.20 0.61 0.31
H -3.55053 -0.50248 -0.24362 2.75 3.33 0.98 0.26
H -2.76660 1.51664 -0.51583 -1.08 -1.96 2.20 0.31
H -2.64359 0.47953 1.40498 -0.69 0.50 -4.12 0.29
H -1.50319 1.02195 -2.19446 0.83 -1.23 -0.25 0.43
H -0.33888 1.85790 -1.41635 0.28 0.32 1.50 0.29
H 0.14414 0.18674 -1.58650 0.55 -0.16 -1.82 0.48
N 1.42514 -0.07066 0.83579 3.77 0.26 0.23 -0.05
N 0.34118 -1.37899 -0.59524 -2.19 -4.62 0.27 -0.23
N -1.33495 0.15246 -0.32325 -1.22 0.83 0.85 0.11
S 3.05048 -1.64546 -0.62996 -1.78 0.19 0.71 -0.37
S -2.05935 -2.33830 0.55989 2.45 2.19 -0.48 -0.28
```
Positions in Å, forces in eV/Å.

Calculated values
multiplicity: 1
energy above the lowest of the compared OMol25 structures with the same formula, charge and spin: 114.93 kcal/mol
electronic energy: -31499.37420 eV
max |F|: 5.364 eV Å⁻¹


# 3
Formula: C5H11N4
Source: the Open Molecules 2025 dataset
Level of theory: wB97M-V/def2-TZVPD

Geometry as XYZ:
```
20
Properties=species:S:1:pos:R:3:forces:R:3:mulliken_charge:R:1
C -0.19132 1.77057 1.46631 -0.90 1.37 0.42 -0.23
C -0.58106 -0.38239 1.48334 -1.23 -3.85 -0.91 -0.18
C -0.35765 1.72283 -0.11200 -0.66 1.34 -0.35 -0.16
C -0.99511 0.53880 -0.61514 -1.51 -0.30 0.38 0.50
C 1.96169 -2.47684 -0.60798 2.37 2.46 -1.22 -1.05
N -0.46400 0.63347 2.12989 1.02 1.13 2.81 -0.36
N -1.04874 -0.53920 0.21264 0.94 1.76 -3.35 -0.12
N 0.87346 1.66438 0.57600 2.38 -0.26 0.12 -0.44
N -1.76770 0.60459 -1.69103 -0.01 -2.30 0.03 -0.40
H -0.37293 2.61329 2.11707 -0.04 0.79 -0.80 0.42
H -0.51350 -1.36078 1.80491 0.21 -1.77 2.19 0.49
H -0.50378 2.65728 -0.62855 -0.63 -0.03 -0.31 0.38
H 3.03976 -2.70957 -0.49237 -0.83 -0.38 -0.14 0.31
H 1.30781 -3.17422 -0.25741 -1.51 -2.73 0.17 0.32
H 1.79234 -1.70611 0.11272 0.09 1.24 0.28 0.20
H -1.35322 -1.46395 -0.09268 0.12 0.48 0.09 0.29
H 1.37776 2.54398 0.48441 0.03 -0.24 -0.15 0.31
H 1.79819 -2.08022 -1.64176 -0.14 -0.58 0.93 0.22
H -1.82559 1.45388 -2.22376 0.03 -0.10 -0.38 0.24
H -2.17642 -0.30981 -2.02461 0.28 1.96 0.20 0.26
```
Positions in Å, forces in eV/Å.

Calculated values
multiplicity: 1
energy above the lowest of the compared OMol25 structures with the same formula, charge and spin: 63.25 kcal/mol
electronic energy: -11315.10453 eV
max |F|: 4.148 eV Å⁻¹
total charge: +1


# 4
Formula: C5H11N4
Source: the Open Molecules 2025 dataset
Level of theory: wB97M-V/def2-TZVPD

Geometry as XYZ:
```
20
Properties=species:S:1:pos:R:3:forces:R:3:mulliken_charge:R:1
C -0.62881 1.42394 0.38178 1.39 -4.49 -0.27 -0.32
C -0.71674 -0.74575 0.05068 1.71 -2.22 -0.62 0.11
C -3.38709 -0.69958 0.21525 1.45 -3.38 -0.71 -0.77
C 2.06504 -1.13418 -0.37923 -2.88 -0.82 0.94 -1.02
C 2.37188 1.35989 -0.11093 -1.45 -1.43 2.78 -0.93
N -1.85243 1.05509 0.39017 0.20 1.70 0.02 -0.61
N -1.93203 -0.24836 0.18122 -1.64 0.60 0.25 0.52
N 0.24021 0.18043 0.20185 -3.33 3.51 0.04 0.31
N 1.63306 0.09213 0.26942 0.74 0.22 -0.38 -0.31
H -0.28844 2.38998 0.42805 0.93 1.91 0.29 0.44
H -0.49710 -1.77784 -0.24785 -0.24 0.54 0.46 0.43
H -3.67352 -1.32421 -0.69798 0.62 0.90 1.38 0.30
H -3.60153 -1.22020 1.15824 0.50 -0.39 -0.43 0.32
H -3.97546 0.14251 0.30590 -0.77 2.11 -0.43 0.35
H 1.68721 -1.19064 -1.40224 -0.53 -0.39 0.00 0.40
H 3.07220 -1.19129 -0.51253 2.99 0.25 0.24 0.36
H 1.76204 -1.98154 0.30936 0.25 0.64 -1.21 0.33
H 1.95859 2.09975 0.59730 0.79 0.10 -0.74 0.35
H 3.42865 1.19874 -0.02775 0.46 -0.32 1.14 0.35
H 2.33426 1.57114 -1.11069 -1.17 0.96 -2.76 0.38
```
Positions in Å, forces in eV/Å.

Calculated values
multiplicity: 1
energy above the lowest of the compared OMol25 structures with the same formula, charge and spin: 81.25 kcal/mol
electronic energy: -11314.32397 eV
max |F|: 4.837 eV Å⁻¹
total charge: +1
SMILES: CN(C)[n+]1cnn(C)c1


# 5
Formula: C5H11N4
Source: the Open Molecules 2025 dataset
Level of theory: wB97M-V/def2-TZVPD

Geometry as XYZ:
```
20
Properties=species:S:1:pos:R:3:forces:R:3:mulliken_charge:R:1
C 2.04878 0.99010 -0.47398 0.15 -0.10 1.95 0.05
C 2.13096 -0.84142 0.74383 0.20 -0.06 -0.90 -0.07
C -2.34603 0.60475 0.06376 -4.74 2.13 -1.81 -0.85
C -0.80246 -1.23386 -0.76671 -1.92 -1.13 0.91 -0.91
C -0.02290 0.39493 0.74815 -0.61 5.71 2.07 -0.91
N 3.25862 0.53725 -0.41227 1.19 1.86 -2.00 -0.39
N 3.32271 -0.59456 0.27343 -0.80 -0.98 0.67 -0.34
N 1.27676 0.20649 0.33793 0.79 -2.24 -0.08 0.01
N -1.06341 0.18329 -0.29749 3.84 0.02 -2.22 0.10
H 1.67809 1.95777 -0.73659 0.31 0.40 -0.62 0.40
H 1.90166 -1.87071 1.06286 -0.46 1.04 0.49 0.39
H -3.16049 0.19599 -0.64269 1.45 0.13 1.21 0.33
H -2.52445 0.34502 1.05235 -0.72 -0.65 1.78 0.39
H -2.55696 1.74203 -0.03948 1.13 -1.76 0.27 0.33
H -1.28620 -1.46859 -1.69417 -1.24 -0.03 -0.02 0.38
H 0.16759 -1.31319 -1.07061 2.90 0.38 -0.52 0.42
H -0.87076 -2.04761 0.03319 -0.73 1.53 -0.86 0.37
H -0.13354 1.60211 1.34161 -0.04 -3.52 -2.26 0.36
H -0.25698 -0.23972 1.51257 -0.58 -1.79 2.07 0.54
H -0.76100 0.84994 -1.03569 -0.11 -0.95 -0.11 0.40
```
Positions in Å, forces in eV/Å.

Calculated values
multiplicity: 1
energy above the lowest of the compared OMol25 structures with the same formula, charge and spin: 96.58 kcal/mol
electronic energy: -11313.65918 eV
max |F|: 6.104 eV Å⁻¹
total charge: +1


# 6
Formula: C5H11N4O
Source: the Open Molecules 2025 dataset
Level of theory: wB97M-V/def2-TZVPD

Geometry as XYZ:
```
21
Properties=species:S:1:pos:R:3:forces:R:3:mulliken_charge:R:1
C -2.52797 0.04280 1.56856 -1.66 -3.01 1.46 0.12
C -0.24244 -2.01019 -0.49452 -0.26 1.59 -0.82 -0.18
C -0.88360 -0.63761 -0.45032 -0.78 -1.63 3.80 -0.32
C 0.95159 0.16669 1.07248 0.30 2.20 0.42 -0.79
C 0.57552 1.19234 -1.09238 0.81 1.12 -2.05 -0.80
N -1.00942 -2.83455 0.45022 0.29 -2.10 -0.12 -0.36
N -1.78205 -2.23648 1.17985 -0.47 -3.03 1.16 -0.61
N -1.82620 -0.98679 1.02428 2.34 5.03 -4.82 0.67
N -0.08071 0.48057 0.01175 0.13 2.34 0.26 -0.20
O -2.28338 1.18557 1.33758 0.45 1.79 -0.63 -0.55
H -3.33452 -0.35111 2.21875 0.16 0.58 0.12 0.43
H -0.19489 -2.47888 -1.50666 -0.11 0.28 1.02 0.38
H 0.75141 -1.83853 -0.06897 -0.12 -1.01 -0.47 0.01
H -1.54944 -0.29234 -1.19032 -0.86 0.16 -0.86 0.58
H 0.26666 0.16450 1.90197 0.64 -0.93 1.12 0.37
H 1.56108 -0.72826 0.86367 -0.52 0.66 0.37 0.33
H 1.65283 1.08787 1.23808 -1.41 -1.75 -0.60 0.41
H -0.10510 1.84194 -1.77788 0.71 -1.74 1.19 0.30
H 1.28014 1.96091 -0.66497 -0.53 -1.14 -0.47 0.34
H 1.10756 0.35571 -1.64672 -0.31 1.56 0.19 0.38
H -0.85292 1.13690 0.45323 1.20 -0.95 -0.27 0.48
```
Positions in Å, forces in eV/Å.

Calculated values
multiplicity: 1
energy above the lowest of the compared OMol25 structures with the same formula, charge and spin: 116.72 kcal/mol
electronic energy: -13360.81646 eV
max |F|: 7.346 eV Å⁻¹
total charge: +1
SMILES: C[NH+](C)[C@H]1CN=NN1C=O


# 7
Formula: C5H11N5
Source: the Open Molecules 2025 dataset
Level of theory: wB97M-V/def2-TZVPD

Geometry as XYZ:
```
21
Properties=species:S:1:pos:R:3:forces:R:3:mulliken_charge:R:1
C -1.16424 -0.93477 0.15693 -0.91 -4.75 4.02 0.18
C -0.61837 1.09735 -0.91036 -1.04 1.85 1.71 -0.71
C 0.72505 0.53677 -1.06762 3.72 -1.98 -2.20 0.29
C 1.52717 1.75970 -1.32116 7.22 2.86 -1.15 0.02
C 1.46093 -0.59321 -0.03256 -6.56 1.79 5.72 -0.03
H -2.56814 0.89110 0.71641 2.25 -3.41 2.63 0.27
H -2.44090 -1.08874 2.42586 2.66 3.01 -3.50 0.27
H -1.72690 -1.97521 -0.14961 0.69 2.82 1.33 0.28
H -1.53100 -0.64154 -1.70712 0.14 2.56 1.90 0.38
H -1.03557 1.72104 -1.79111 1.29 -0.62 1.52 0.32
H -0.57587 1.76031 0.14690 -0.54 -1.60 -2.81 0.34
H 0.82917 -0.29263 -1.96392 -0.59 2.66 1.22 0.23
H 2.32210 -0.95464 -0.51076 1.10 -0.59 -0.41 0.43
H 0.68767 -0.30509 2.25102 3.67 0.89 -4.09 0.29
H 2.32224 0.71210 1.64444 -2.61 -3.23 -0.60 0.24
H 0.49053 -2.20185 1.15510 -0.64 1.76 -1.87 0.31
N -1.59731 -0.19862 1.54105 -3.56 -1.21 -0.68 -0.84
N -1.49009 0.00080 -0.79369 -1.50 -2.95 -3.71 -0.49
N 2.44323 2.55043 -1.50902 -5.83 -4.27 1.14 -0.53
N 1.65066 -0.22195 1.45204 0.79 2.87 1.62 -0.73
N 0.28963 -1.62137 0.26718 0.26 1.54 -1.80 -0.52
```
Positions in Å, forces in eV/Å.

Calculated values
multiplicity: 1
energy above the lowest of the compared OMol25 structures with the same formula, charge and spin: 248.81 kcal/mol
electronic energy: -12802.54234 eV
max |F|: 8.883 eV Å⁻¹


# 8
Formula: C5H11N6
Source: the Open Molecules 2025 dataset
Level of theory: wB97M-V/def2-TZVPD

Geometry as XYZ:
```
22
Properties=species:S:1:pos:R:3:forces:R:3:mulliken_charge:R:1
C -2.37362 -0.65085 -0.34294 -1.10 -0.21 -0.13 -0.52
C -2.30111 0.43120 0.43186 2.70 0.27 0.40 0.32
C -0.22127 -0.09989 -0.13018 2.22 -4.98 -3.44 0.10
C -0.59980 1.48604 1.67686 3.32 1.54 2.16 -0.37
C 3.39472 0.09881 -0.97232 2.24 1.02 0.63 -0.79
N -0.85577 0.71368 0.66393 -2.92 0.10 -0.29 0.17
N -1.10406 -1.12884 -0.62907 0.82 2.57 1.20 -0.16
N 1.10557 -0.32787 -0.50935 0.20 -2.21 0.18 0.94
N 1.99553 0.50665 -0.85273 0.79 2.50 0.78 -0.76
N -3.19654 1.23998 1.03073 -1.83 -0.02 0.02 -0.49
N 1.39755 -1.69147 -0.85924 -1.71 0.84 -0.25 -0.62
H -3.32262 -1.08997 -0.64015 0.57 -0.25 -0.12 0.36
H -1.41860 1.78437 2.22667 -1.29 0.70 0.78 0.22
H 0.35183 1.70781 2.22450 -0.57 -0.63 -1.52 0.29
H 3.80417 -0.82665 -0.44936 -1.16 0.85 -0.74 0.32
H 3.68007 0.10472 -2.04886 -0.31 -0.35 0.57 0.37
H 4.10501 0.94412 -0.55775 -1.83 -1.27 -0.64 0.29
H -0.79406 -1.63870 -1.43868 -0.24 -0.05 -0.18 0.30
H -3.08256 1.73734 1.91099 0.20 -0.55 -0.50 0.27
H -4.05851 0.71458 1.01014 -0.56 0.59 0.29 0.27
H 1.51643 -2.26847 -0.05024 0.46 -0.37 0.00 0.23
H 1.97765 -1.74660 -1.69481 0.03 -0.09 0.81 0.27
```
Positions in Å, forces in eV/Å.

Calculated values
multiplicity: 1
energy above the lowest of the compared OMol25 structures with the same formula, charge and spin: 159.17 kcal/mol
electronic energy: -14291.55734 eV
max |F|: 6.443 eV Å⁻¹
total charge: +1


> What is the formula in the sixth record?

C5H11N4O